1.
Formula: C5H11N2O2
Source: OMol25
Level of theory: ωB97M-V/def2-TZVPD

Properties
- SMILES string = CC(C)(C)CN=[N+]([O-])[O-]
- gap between HOMO and LUMO (eV) = 7.480
- E_HOMO (eV) = -3.95
- relative energy (zero: lowest compared OMol25 entry of this formula, charge and spin) (kcal per mole) = 49.6
- lowest unoccupied orbital energy (eV) = 3.53

The geometry in ORCA input format:
```
! wB97M-V def2-TZVPD RIJCOSX def2/J DEFGRID3
* xyz -1 1
C 0.90063 1.07806 0.75894
C 0.19333 -0.29530 0.42640
C -1.06007 -0.47706 1.19200
C 1.25190 -1.39795 0.67319
C -0.18703 -0.49225 -1.08202
N -1.33768 0.22982 -1.48151
N -1.20814 1.41762 -1.97217
O -0.10908 2.02991 -2.19150
O -2.29100 2.04100 -2.28270
H 1.83177 0.86414 1.29569
H 0.36449 1.79484 1.41145
H 1.07084 1.63501 -0.18388
H -1.41090 -1.53588 0.83309
H -1.65114 0.42408 0.96680
H -0.75250 -0.46170 2.29843
H 0.71704 -2.38582 0.50703
H 2.04517 -1.34118 -0.03486
H 1.50811 -1.25281 1.69603
H 0.71012 -0.29908 -1.70062
H -0.58588 -1.57544 -1.12978
*
```

Here are the Mulliken charges for atoms 1 to 5, given in e: atom 1 (C): -1.470, atom 2 (C): 1.671, atom 3 (C): -1.481, atom 4 (C): -1.946, atom 5 (C): -1.097

=====

2.
Formula: C24H35F3O4P3S
Source: OMol25
Level of theory: ωB97M-V/def2-TZVPD

Properties
- gap between HOMO and LUMO (eV) = 5.538
- E_HOMO (eV) = -3.51
- lowest unoccupied orbital energy (eV) = 2.03

The geometry in ORCA input format:
```
! wB97M-V def2-TZVPD RIJCOSX def2/J DEFGRID3
* xyz -1 1
C 4.83345 3.66280 1.05171
C 5.33249 2.45607 0.15246
P 4.31220 0.87052 0.27056
C 3.26473 0.91663 1.85887
C 2.05342 1.95651 1.80807
P 2.85853 0.69085 -1.41710
C 1.48995 0.55854 -2.73442
C 0.96991 1.93466 -3.30490
C -0.62212 1.83334 -3.44221
C -1.33207 2.03333 -2.06938
C -2.20369 0.95291 -1.56495
C -2.91013 1.12401 -0.30423
C -2.76797 2.35530 0.45808
C -1.88164 3.42008 -0.00886
C -1.16204 3.25652 -1.28253
O 3.19794 -1.03738 -1.65110
C 2.64157 -1.83335 -0.69874
O 3.26750 -2.24635 0.25119
C 1.14574 -2.29968 -0.84712
C 0.16887 -1.83806 0.14169
C -1.25123 -2.20586 0.04030
C -1.72230 -3.04800 -1.07163
C -0.72008 -3.52167 -2.02689
C 0.68149 -3.16005 -1.92567
P 4.41826 1.11044 -2.97106
S 4.60990 -0.30665 -4.34678
H 4.48551 3.37216 2.07172
H 3.96898 4.13922 0.50058
H 5.63784 4.45022 1.06712
H 6.36705 2.19266 0.52481
H 5.47306 2.85252 -0.88352
H 2.81048 -0.10003 2.00107
H 3.89222 1.18721 2.74956
H 1.91383 2.56114 2.73897
H 1.11611 1.39269 1.53431
H 2.21891 2.66353 0.94552
H 2.56636 2.11153 -1.21465
H 1.86524 0.30798 -0.41563
H 1.74929 -0.09816 -3.61128
H 0.60381 0.06275 -2.23572
H 1.37360 2.18193 -4.32121
H 1.15114 2.81811 -2.64099
H -0.91238 2.72722 -4.07574
H -0.95570 0.91382 -3.98083
H -2.28788 0.04723 -2.21188
H -3.55293 0.27480 0.03270
H -3.32318 2.52120 1.40912
H -1.77016 4.36282 0.56821
H -0.49358 4.06858 -1.64893
H 0.44355 -1.19501 1.00971
H -2.00574 -1.85779 0.80098
H -2.79540 -3.31966 -1.17620
H -1.05604 -4.17505 -2.86826
H 1.42603 -3.52578 -2.66404
H 5.72726 1.21800 -2.38252
H 4.16113 2.37622 -3.58362
C -4.22784 -3.40399 5.35978
C -4.67321 -4.29643 4.21926
O -5.48315 -3.56412 3.28440
C -4.81696 -2.83048 2.38386
O -3.62436 -2.75007 2.32094
C -5.79760 -2.14987 1.42792
F -6.84278 -1.60043 2.07415
F -6.30832 -3.02632 0.54081
F -5.22314 -1.17067 0.71972
H -5.09003 -2.93191 5.83559
H -3.68127 -3.97971 6.10766
H -3.58187 -2.60104 5.00078
H -5.29744 -5.10293 4.60529
H -3.82310 -4.75962 3.71511
*
```

Here are the Mulliken charges for atoms 1 to 5, given in e: atom 1 (C): -1.093, atom 2 (C): -0.307, atom 3 (P): -0.121, atom 4 (C): -0.681, atom 5 (C): -0.689

=====

3.
Formula: C3H9NO3S
Source: OMol25
Level of theory: ωB97M-V/def2-TZVPD

Properties
- gap between HOMO and LUMO (eV) = 10.046
- E_HOMO (eV) = -9.69
- relative energy (zero: lowest compared OMol25 entry of this formula, charge and spin) (kcal per mole) = 78.8
- lowest unoccupied orbital energy (eV) = 0.35

The geometry in ORCA input format:
```
! wB97M-V def2-TZVPD RIJCOSX def2/J DEFGRID3
* xyz 0 1
C 0.23749 2.04490 0.16958
C 1.41664 -1.56696 0.08208
C 0.20389 0.50436 -0.14935
N 1.13185 -0.15727 0.55934
O -1.70412 -1.47821 -0.73593
O -1.62567 -0.59352 1.46885
O -2.61700 0.82080 -0.29098
S -1.59952 -0.05922 0.17779
H 0.79689 2.34731 1.04674
H -0.81540 2.50711 0.29192
H 0.54227 2.51465 -0.75816
H 1.98546 -1.50827 -0.79341
H 1.98585 -2.13012 0.81366
H 0.48869 -2.06528 -0.07034
H 0.43259 0.37109 -1.59944
H 0.71084 -0.24626 1.46027
H -1.57074 -1.30512 -1.67262
*
```

Here are the Mulliken charges for atoms 1 to 5, given in e: atom 1 (C): -1.193, atom 2 (C): -0.932, atom 3 (C): 0.105, atom 4 (N): -0.445, atom 5 (O): -0.525

=====

4.
Formula: C17H19N
Source: OMol25
Level of theory: ωB97M-V/def2-TZVPD

Properties
- SMILES string = CCc1c[nH]c2ccccc12.Cc1ccccc1
- gap between HOMO and LUMO (eV) = 8.647
- E_HOMO (eV) = -7.82
- relative energy (zero: lowest compared OMol25 entry of this formula, charge and spin) (kcal per mole) = 0.0
- lowest unoccupied orbital energy (eV) = 0.83

The geometry in ORCA input format:
```
! wB97M-V def2-TZVPD RIJCOSX def2/J DEFGRID3
* xyz 0 1
C -2.71957 -1.83072 -0.18525
C -1.52722 -0.87369 -0.28009
C -1.54967 0.22398 0.73554
C -1.91506 1.52192 0.52998
N -1.84272 2.22908 1.71272
C -1.40383 1.39054 2.70736
C -1.13809 1.63551 4.05317
C -0.68156 0.58173 4.81695
C -0.48762 -0.69580 4.26428
C -0.75427 -0.93414 2.93183
C -1.21672 0.11386 2.12877
H -2.77521 -2.43653 -1.09034
H -3.65380 -1.28586 -0.06971
H -2.61633 -2.52550 0.65236
H -0.59110 -1.42951 -0.16016
H -1.48207 -0.43242 -1.27655
H -2.22432 1.96532 -0.40463
H -2.01927 3.21361 1.79390
H -1.27825 2.60823 4.50386
H -0.46098 0.72675 5.86823
H -0.12581 -1.50860 4.88344
H -0.60553 -1.92300 2.51270
C 3.47322 -1.63457 -3.57556
C 2.61642 -0.54171 -2.98102
C 2.11480 0.47572 -3.78916
C 1.31651 1.47461 -3.25938
C 1.01289 1.47620 -1.90212
C 1.50520 0.46996 -1.08667
C 2.30323 -0.52968 -1.62699
H 4.04238 -2.12785 -2.79018
H 4.18627 -1.20276 -4.28097
H 2.86991 -2.37946 -4.09562
H 2.35496 0.48135 -4.84862
H 0.92709 2.26635 -3.88571
H 0.39416 2.26879 -1.49346
H 1.26985 0.48272 -0.02970
H 2.68212 -1.31440 -0.98320
*
```

Here are the Mulliken charges for atoms 1 to 5, given in e: atom 1 (C): -1.285, atom 2 (C): -0.453, atom 3 (C): 0.350, atom 4 (C): -0.817, atom 5 (N): 0.007

=====

5.
Formula: C26H23AsBrFeNO10S2
Source: OMol25
Level of theory: ωB97M-V/def2-TZVPD

Properties
- gap between HOMO and LUMO (spin up / spin down) (eV) = 7.134 / 7.227
- E_HOMO (spin up / spin down) (eV) = -2.59 / -2.70
- relative energy (zero: lowest compared OMol25 entry of this formula, charge and spin) (kcal per mole) = 20.8
- lowest unoccupied orbital energy (spin up / spin down) (eV) = 4.54 / 4.53

The geometry in ORCA input format:
```
! wB97M-V def2-TZVPD RIJCOSX def2/J DEFGRID3
* xyz -2 5
Fe -0.09477 -0.14556 -0.36150
Br -2.57153 -1.15915 -0.47788
C -3.10551 -0.31132 1.18130
C -4.20243 -0.79505 1.83391
C -4.55787 -0.23545 3.07351
C -3.82708 0.79442 3.59606
C -2.70133 1.31073 2.91392
C -1.95473 2.38667 3.43409
C -0.82476 2.80629 2.78822
C -0.39726 2.17307 1.60668
C -1.11542 1.16566 0.99322
C -2.28704 0.72843 1.67667
H -4.78085 -1.60232 1.40550
H -5.40851 -0.63726 3.61116
H -4.08694 1.22448 4.55773
H -2.27528 2.84910 4.36210
H -0.24878 3.63648 3.18616
H 0.53683 2.49396 1.16925
O -1.59726 0.44355 -3.72674
As 0.20891 0.71587 -3.34183
O 0.79016 0.75466 -4.86854
O 0.42703 -0.62007 -2.37491
C -0.21760 2.37040 -2.39292
C -1.43357 3.01804 -2.57680
C -1.70545 4.18155 -1.87350
C -0.75369 4.73381 -1.02508
C 0.46321 4.09722 -0.84435
C 0.70644 2.90876 -1.50763
S 2.19882 1.96759 -1.26436
O 3.22326 2.88104 -0.80241
O 2.43002 1.42714 -2.59470
O 1.87206 0.93245 -0.26276
H -1.60250 -0.42884 -4.13431
H -2.15001 2.59548 -3.26669
H -2.67034 4.66158 -1.98519
H -0.96306 5.65672 -0.49850
H 1.23146 4.50498 -0.20017
C 5.34245 -0.63924 -5.26229
C 5.10741 -1.26754 -3.92049
C 5.87244 -0.92208 -2.81064
C 5.59441 -1.46349 -1.56926
C 4.55653 -2.37446 -1.45243
C 3.77707 -2.72948 -2.53898
C 4.05875 -2.17050 -3.77162
S 4.21120 -3.06580 0.12757
O 5.44735 -3.54587 0.71504
O 3.19039 -4.08034 -0.00443
N 3.76383 -1.74950 1.02316
C 3.32219 -2.06819 2.38678
C 1.92650 -2.70490 2.54185
C 0.79211 -1.68435 2.28725
O 0.33150 -1.08751 3.26263
O 0.39059 -1.55316 1.07915
H 6.22522 0.00061 -5.25305
H 4.46062 -0.03256 -5.49490
H 5.44787 -1.40234 -6.03627
H 6.65710 -0.18169 -2.90773
H 6.15614 -1.19058 -0.68561
H 2.95687 -3.41903 -2.39693
H 3.42957 -2.39010 -4.62471
H 3.16542 -1.09913 0.51359
H 3.36070 -1.15018 2.97674
H 4.07870 -2.76542 2.75771
H 1.83190 -3.06784 3.56662
H 1.85081 -3.53032 1.84092
*
```

Here are the Mulliken charges for atoms 1 to 5, given in e: atom 1 (Fe): 1.110, atom 2 (Br): -0.219, atom 3 (C): 0.726, atom 4 (C): -0.676, atom 5 (C): -0.436

=====

6.
Formula: C28H22AsO2SSe4Zn
Source: OMol25
Level of theory: ωB97M-V/def2-TZVPD

Properties
- gap between HOMO and LUMO (eV) = 5.636
- E_HOMO (eV) = -3.44
- relative energy (zero: lowest compared OMol25 entry of this formula, charge and spin) (kcal per mole) = 0.0
- lowest unoccupied orbital energy (eV) = 2.20

The geometry in ORCA input format:
```
! wB97M-V def2-TZVPD RIJCOSX def2/J DEFGRID3
* xyz -1 1
Zn -1.44422 0.66924 2.30358
Se -3.69357 1.86479 2.01318
Se -4.40754 0.31972 3.60236
Se -3.12418 0.88374 5.45963
Se -0.91691 0.46576 4.80961
O 0.09503 1.70280 1.45019
As 0.32158 2.63190 0.12452
C 1.45623 1.65000 -1.10127
C 2.46540 0.87993 -0.53317
C 3.29323 0.11920 -1.34263
C 3.10473 0.12094 -2.71798
C 2.09405 0.88449 -3.28388
C 1.26787 1.65355 -2.47718
C -1.31116 2.98741 -0.82869
C -1.91035 1.84213 -1.34840
C -3.15822 1.92739 -1.94054
C -3.80212 3.15428 -2.01100
C -3.21312 4.28946 -1.47559
C -1.96749 4.20990 -0.87168
C 1.30746 4.17865 0.75210
C 1.19286 5.48605 0.29941
C 1.91144 6.49396 0.92684
C 2.75207 6.19797 1.98871
C 2.87517 4.88934 2.43641
C 2.14358 3.88410 1.82727
H 2.56617 0.85353 0.54515
H 4.07456 -0.48378 -0.89863
H 3.73593 -0.48960 -3.35120
H 1.94028 0.87568 -4.35540
H 0.47366 2.24672 -2.91443
H -1.41216 0.88285 -1.25576
H -3.64130 1.03316 -2.30877
H -4.78491 3.22062 -2.45941
H -3.73388 5.23758 -1.50438
H -1.52492 5.09025 -0.42523
H 0.55347 5.72270 -0.54135
H 1.80020 7.51737 0.59185
H 3.29866 6.99248 2.48057
H 3.51883 4.65211 3.27291
H 2.16778 2.87184 2.21103
C -1.12517 -8.34009 -1.39665
C 0.33303 -8.01078 -1.26899
O 1.08528 -7.80094 -2.17222
S 0.88974 -7.90331 0.48916
C 0.33527 -6.20814 0.69441
C 0.96352 -5.18023 0.00053
C 0.53063 -3.87679 0.16952
C -0.51942 -3.57662 1.04770
C -1.13468 -4.62551 1.74217
C -0.71324 -5.93206 1.56439
C -0.93651 -2.23077 1.25528
C -1.29299 -1.08213 1.44711
H -1.40648 -8.45817 -2.44271
H -1.70146 -7.52921 -0.94772
H -1.33870 -9.24514 -0.83034
H 1.78066 -5.41402 -0.66922
H 1.01034 -3.06677 -0.36389
H -1.93715 -4.38808 2.42725
H -1.18688 -6.74142 2.10547
*
```

Here are the Mulliken charges for atoms 1 to 5, given in e: atom 1 (Zn): 0.996, atom 2 (Se): -0.443, atom 3 (Se): -0.258, atom 4 (Se): -0.173, atom 5 (Se): -0.523

=====

7.
Formula: C21H21N3O3S
Source: OMol25
Level of theory: ωB97M-V/def2-TZVPD

Properties
- SMILES string = Cc1cccc(NC(=O)[C@H]2CCCN2S(=O)(=O)c2cccc3cccnc23)c1
- gap between HOMO and LUMO (eV) = 8.164
- E_HOMO (eV) = -8.44
- relative energy (zero: lowest compared OMol25 entry of this formula, charge and spin) (kcal per mole) = 36.1
- lowest unoccupied orbital energy (eV) = -0.27

The geometry in ORCA input format:
```
! wB97M-V def2-TZVPD RIJCOSX def2/J DEFGRID3
* xyz 0 1
C -2.22747 -3.27452 2.58990
C -2.14218 -1.80815 2.29253
C -2.27516 -0.87046 3.31157
C -2.21916 0.48133 3.02791
C -2.01695 0.92859 1.73430
C -1.86049 0.00033 0.71123
N -1.58064 0.35728 -0.61059
C -1.18800 1.56575 -1.08557
O -1.29749 2.62486 -0.50728
C -0.59357 1.43729 -2.50240
C -0.22339 2.79954 -3.08733
C 1.19597 3.01882 -2.56423
C 1.81246 1.62187 -2.60859
N 0.67541 0.72988 -2.47711
S 0.86232 -0.84116 -2.10278
O -0.40169 -1.48507 -2.38777
O 2.03158 -1.32156 -2.77627
C 1.12778 -1.14138 -0.33694
C 1.17162 -2.46653 -0.00734
C 1.26817 -2.87053 1.33234
C 1.28822 -1.93251 2.32737
C 1.24832 -0.55978 2.01783
C 1.25055 0.45108 3.00131
C 1.21064 1.76215 2.61569
C 1.19091 2.05701 1.24146
N 1.18632 1.15244 0.30327
C 1.19105 -0.14624 0.65470
C -1.94002 -1.36120 0.99841
H -1.79665 -3.85866 1.78097
H -1.70725 -3.51156 3.51564
H -3.26996 -3.57067 2.70782
H -2.42866 -1.20498 4.32728
H -2.33287 1.20210 3.82435
H -1.96718 1.98138 1.51465
H -1.43828 -0.43361 -1.23850
H -1.29952 0.87977 -3.12823
H -0.91139 3.56890 -2.74327
H -0.23399 2.75567 -4.17585
H 1.75696 3.73686 -3.15834
H 1.14457 3.36347 -1.53372
H 2.52111 1.45069 -1.79707
H 2.31046 1.42103 -3.56322
H 1.11626 -3.19364 -0.80259
H 1.30619 -3.92287 1.56808
H 1.33139 -2.22674 3.36599
H 1.28139 0.17031 4.04461
H 1.19999 2.56321 3.33763
H 1.17087 3.08420 0.90330
H -1.82431 -2.07146 0.19154
*
```

Here are the Mulliken charges for atoms 1 to 5, given in e: atom 1 (C): -1.793, atom 2 (C): 0.880, atom 3 (C): -0.640, atom 4 (C): -0.807, atom 5 (C): -0.664

=====

8.
Formula: C30H21BBr3F8InN3OP
Source: OMol25
Level of theory: ωB97M-V/def2-TZVPD

Properties
- gap between HOMO and LUMO (spin up / spin down) (eV) = 5.097 / 5.119
- E_HOMO (spin up / spin down) (eV) = -6.57 / -6.60
- relative energy (zero: lowest compared OMol25 entry of this formula, charge and spin) (kcal per mole) = 387.8
- lowest unoccupied orbital energy (spin up / spin down) (eV) = -1.48 / -1.48

The geometry in ORCA input format:
```
! wB97M-V def2-TZVPD RIJCOSX def2/J DEFGRID3
* xyz 0 1
In 0.00531 0.02550 0.03346
Br 1.93351 0.07594 1.85520
C 0.88220 1.41480 2.88714
Br -0.86946 1.76693 1.87956
H 1.45750 2.33132 2.98033
H 0.64055 1.00761 3.86308
C -4.30677 -0.31320 3.78739
C -3.71938 -1.56287 3.95593
C -2.60691 -1.92566 3.21318
C -2.05728 -1.05724 2.28264
C -2.68391 0.21872 2.12444
C -3.78433 0.58206 2.86731
N -0.86666 -1.37725 1.49064
N -0.35491 -2.50889 1.70616
C 0.81391 -2.75985 0.91411
C 1.47822 -3.95883 1.05054
C 2.63346 -4.18218 0.29094
C 3.08474 -3.20941 -0.58066
C 2.35536 -2.01594 -0.67216
N 1.23980 -1.79399 0.06824
H -5.17423 -0.04010 4.37498
H -4.12961 -2.25878 4.67546
H -2.16546 -2.90082 3.36995
H -2.27043 0.92574 1.36599
H -4.23457 1.55582 2.72717
H 1.10866 -4.70448 1.74016
H 3.17062 -5.11649 0.38622
H 3.97020 -3.36192 -1.17944
H 2.67399 -1.13304 -1.40011
F 0.85372 3.79513 -6.19791
C 1.09946 2.96750 -5.18960
C 2.29870 2.28492 -5.12951
F 3.21239 2.46251 -6.08134
C 2.55086 1.42602 -4.07541
F 3.74108 0.82009 -4.04622
C 1.62527 1.21511 -3.06645
P 1.89549 0.05441 -1.65926
C 2.16862 -1.65865 -2.63638
C 3.37058 -2.05987 -3.25306
C 3.45040 -3.25341 -3.94253
C 2.33990 -4.08076 -4.04705
C 1.14546 -3.69561 -3.45417
C 1.05216 -2.49952 -2.75879
C 3.52447 0.65089 -0.96924
C 4.53188 -0.14877 -0.42169
C 5.68070 0.41459 0.11887
C 5.83732 1.78939 0.15547
C 4.83094 2.60118 -0.34456
C 3.69132 2.03547 -0.89070
C 0.42168 1.93714 -3.13400
Br -0.89300 1.79365 -1.77173
C 0.16236 2.79604 -4.18545
F -0.97980 3.47603 -4.24760
H 4.25572 -1.43509 -3.20480
H 4.38574 -3.53858 -4.40790
H 2.40544 -5.01445 -4.59226
H 0.27224 -4.33040 -3.53418
H 0.09515 -2.20716 -2.29496
H 4.44159 -1.22227 -0.39565
H 6.45181 -0.22828 0.52391
H 6.72977 2.22733 0.58384
H 4.92864 3.67835 -0.30060
H 2.91265 2.70540 -1.24275
F -3.95967 -0.58405 -1.61564
B -3.73365 -0.08445 -0.34808
F -2.24228 0.03815 -0.17782
F -4.25857 1.21106 -0.22506
F -4.29770 -0.94305 0.58381
O -0.68674 -1.22465 -1.27182
*
```

Here are the Mulliken charges for atoms 1 to 5, given in e: atom 1 (In): 1.057, atom 2 (Br): 0.122, atom 3 (C): -0.763, atom 4 (Br): 0.115, atom 5 (H): 0.483